Molecular formula: C5H7AuCl3NO3SSi
Method: DFT, the ωB97M-V functional and the def2-TZVPD basis

```
22
Properties=species:S:1:pos:R:3:forces:R:3
H -1.98139 0.78126 2.07624 0.0 0.0 0.1
C -1.68750 -0.14156 1.58430 -0.2 1.1 -0.7
Cl 3.68193 0.05008 -0.75701 -0.1 0.1 -0.1
Cl 3.96888 -0.79903 -3.93021 0.0 0.1 0.1
N -1.29771 -1.68409 -1.69044 -0.1 0.0 0.2
C -0.36779 1.98823 -0.09940 -0.2 2.4 -1.4
H -0.60016 -1.53073 -0.05979 0.2 0.4 -0.7
O -0.59385 2.66510 0.82015 0.1 -0.7 0.5
Au 0.60761 -0.98228 -2.32793 0.3 0.0 -0.5
H 1.78849 0.30376 1.68201 0.0 -0.1 0.0
O -0.16763 1.51808 -1.13726 -0.1 -0.5 0.6
H 0.81893 -0.50132 2.94098 -0.1 -0.1 0.0
Si 2.63438 0.04731 -2.59103 -0.1 -0.3 -0.1
O 0.14973 -1.03965 0.42284 -0.1 0.1 0.0
Cl 2.51783 2.05226 -3.12722 0.1 -0.1 0.1
C -0.24357 -0.14108 1.21135 0.0 -3.1 2.3
S -4.03205 -1.30964 -1.26808 0.3 0.1 0.0
C -2.45641 -1.49955 -1.54045 -0.2 -0.2 0.0
H -1.81803 -0.98102 2.27228 0.1 0.0 0.0
H 0.60045 1.23608 2.62924 0.0 -0.1 0.1
C 0.81416 0.27423 2.17145 0.1 1.3 -0.6
H -2.33631 -0.30644 0.71796 0.0 -0.1 0.1
```
Forces are in eV/Å.

Calculated values
Total charge: 0
ΔE to the lowest compared entry with this formula, charge and spin: 32.1 kcal per mole
Total energy: -72907.611 eV
Spin multiplicity: 1
E_HOMO: -8.8321 eV
Max |F|: 0.0750 hartree/bohr
HOMO-LUMO gap: 6.16 eV

Molecular formula: C5H7BN2O3
Method: DFT, the ωB97M-V functional and the def2-TZVPD basis

```
18
Properties=species:S:1:pos:R:3:forces:R:3
B 0.93607 1.70966 0.83854 1.7 0.0 0.5
C -0.34760 -0.31037 -1.50913 0.9 0.5 -2.0
H 0.33371 -0.35520 3.13145 0.2 0.2 0.6
O 2.21019 1.88663 1.41415 -0.2 2.5 -0.5
H -1.93398 -0.79376 -3.00787 1.1 -0.4 1.2
C 0.04776 -0.58624 -0.14166 0.8 1.6 2.7
H -0.28718 -2.65603 -0.08963 -0.3 0.9 0.2
O 0.20276 0.50694 -2.22319 -0.1 0.0 0.7
H -2.29232 -1.14103 -1.25158 1.2 -0.3 -1.3
H 0.48619 3.57154 0.38823 0.2 0.1 -0.2
N -0.08130 -1.89617 1.72425 0.1 3.6 0.2
N -0.22427 -1.75738 0.40969 -0.2 -3.4 0.1
H 2.59975 2.82399 1.29960 -1.0 -2.3 0.2
C -1.45054 -1.16979 -2.04629 -3.2 1.7 0.5
C 0.45851 0.23373 0.98802 -1.7 -0.2 -2.0
C 0.21660 -0.56662 2.09780 0.5 -2.9 -1.2
O 0.26585 2.67114 0.13973 -0.4 -0.2 0.5
H -1.14021 -2.17104 -2.16213 0.3 -1.3 -0.2
```
Forces are in eV/Å.

Calculated values
Total charge: 0
Structure (SMILES): CC(=O)c1[nH]ncc1B(O)O
ΔE to the lowest compared entry with this formula, charge and spin: 0.0 kcal per mole
Total energy: -15099.153 eV
Spin multiplicity: 1
E_HOMO: -9.3252 eV
Max |F|: 0.0710 hartree/bohr
HOMO-LUMO gap: 9.62 eV

Molecular formula: C5H7BO
Method: DFT, the ωB97M-V functional and the def2-TZVPD basis

```
14
Properties=species:S:1:pos:R:3:forces:R:3
C 1.80470 1.33136 -0.11203 -1.5 -2.9 4.2
C 1.25210 0.45181 0.78932 -1.6 -1.0 -2.7
H -0.86674 0.64235 -1.89386 -0.7 -0.2 -0.8
H -0.78075 -2.57587 -0.55095 -0.2 -0.5 -0.9
H 2.64963 1.83868 0.18311 1.9 1.2 -0.1
O -2.29453 -1.64075 0.82578 -0.8 0.5 -0.6
C -0.11833 0.68572 -1.15369 0.1 -0.5 2.0
H 1.69256 0.12755 1.68614 0.2 -0.2 1.2
B -1.22564 -1.65173 -0.00794 2.2 2.2 2.2
C 0.98858 1.44109 -1.21233 0.6 0.5 -4.2
C -0.17421 -0.09562 0.19299 1.2 -0.2 -1.8
H -3.15124 -2.12393 0.76634 1.5 0.1 -0.2
H 1.50469 1.86880 -2.12436 -1.5 0.0 0.8
H -0.83139 0.38457 0.85793 -1.3 1.0 1.0
```
Forces are in eV/Å.

Calculated values
Total charge: 0
Structure (SMILES): OBC1C=CC=C1
ΔE to the lowest compared entry with this formula, charge and spin: 50.9 kcal per mole
Total energy: -8020.108 eV
Spin multiplicity: 1
E_HOMO: -8.0080 eV
Max |F|: 0.1035 hartree/bohr
HOMO-LUMO gap: 8.39 eV

Molecular formula: C5H7Br2NO
Method: DFT, the ωB97M-V functional and the def2-TZVPD basis

```
16
Properties=species:S:1:pos:R:3:forces:R:3
H -0.12023 0.79494 1.99348 -0.4 -0.1 -0.2
Br 2.02594 -0.83941 1.33683 0.7 -0.7 0.4
C 0.33198 1.33622 1.17297 0.9 -1.2 0.1
Br -4.17660 -0.71788 2.65324 -0.2 0.1 0.3
O -1.55106 0.07698 -0.56551 0.4 0.0 0.1
H 0.85012 -1.16164 -2.19563 -0.6 -1.2 -0.4
C 2.43423 1.57200 -0.03468 1.1 0.2 -0.7
C -0.49233 -0.15170 -1.09848 -0.3 1.4 -0.6
H -0.91921 -1.91157 -1.94294 -0.2 -0.6 -1.3
H 0.27682 -2.08309 -0.73687 0.1 0.4 -0.4
H 0.22387 0.64964 -1.44991 -0.8 0.1 0.6
C -0.02693 -1.44235 -1.59283 0.9 -0.4 1.5
H -0.26872 2.08576 0.69337 0.4 0.7 0.0
C 1.51115 0.83886 0.74641 -1.6 1.5 0.8
N 3.31328 2.12516 -0.54283 -0.8 -0.3 0.1
H -3.41229 -1.17192 1.56338 0.2 -0.1 -0.3
```
Forces are in eV/Å.

Calculated values
Total charge: 0
Structure (SMILES): C=C(Br)C#N.CC=O.Br
ΔE to the lowest compared entry with this formula, charge and spin: 31.6 kcal per mole
Total energy: -148918.554 eV
Spin multiplicity: 1
E_HOMO: -10.0561 eV
Max |F|: 0.0458 hartree/bohr
HOMO-LUMO gap: 9.65 eV

Molecular formula: C5H7BrNP
Method: DFT, the ωB97M-V functional and the def2-TZVPD basis

```
15
Properties=species:S:1:pos:R:3:forces:R:3
C -0.67322 1.09891 -2.08291 0.9 -3.0 2.0
H 1.27585 1.25937 2.37761 0.8 1.4 0.1
H -0.83486 -2.25081 1.35834 0.3 0.3 1.4
C 0.20466 -0.37056 2.01591 -0.8 -2.7 -0.3
H -0.06921 1.91415 -2.12428 1.0 3.3 0.5
H -0.58229 0.75137 -3.04870 -0.9 -1.2 -2.3
H -1.60034 1.09049 -1.54858 -0.6 0.6 -0.3
Br 0.27057 -0.76162 3.92354 0.0 0.2 -1.0
P 0.40501 0.05682 -1.01446 -1.6 2.2 3.3
N -0.64784 -1.05686 -0.19000 2.1 1.6 -1.2
C 1.07440 1.08537 0.22309 0.7 0.0 -1.3
C 0.92214 0.75749 1.50816 -0.5 0.0 0.3
H -0.77534 -1.83973 -0.79223 -0.7 -1.2 0.4
H 1.39594 -0.45258 -1.81082 0.5 -0.7 -0.5
C -0.36547 -1.28182 1.20533 -1.1 -0.7 -1.1
```
Forces are in eV/Å.

Calculated values
Total charge: 0
Structure (SMILES): C[P@H]1=C=CC(Br)=CN1
ΔE to the lowest compared entry with this formula, charge and spin: 64.8 kcal per mole
Total energy: -86115.896 eV
Spin multiplicity: 1
E_HOMO: -7.4780 eV
Max |F|: 0.0824 hartree/bohr
HOMO-LUMO gap: 7.87 eV

Molecular formula: C5H7BrNS
Method: DFT, the ωB97M-V functional and the def2-TZVPD basis

```
15
Properties=species:S:1:pos:R:3:forces:R:3
H -0.64531 -2.32506 -0.71861 0.2 0.9 0.5
S 1.46493 -3.06652 0.07722 0.4 0.6 0.3
Br 2.83728 1.09881 -0.05010 0.2 -0.4 0.3
H 0.25977 1.40724 -1.07488 0.8 -2.0 0.3
H 3.69722 -2.01449 0.64140 -2.1 0.4 -0.8
C 0.29594 -1.92931 -0.30685 -0.6 -2.2 -0.7
H -1.18300 0.07743 1.13626 -1.0 -0.8 0.9
N 0.73941 -0.70852 -0.30743 0.5 1.8 0.2
H -0.17760 1.47722 1.09893 0.3 0.0 0.5
H -1.73442 1.71746 0.43032 1.1 -1.9 -0.4
C 2.61706 -1.81222 0.28532 2.1 0.0 0.9
H -0.59430 -0.10205 -1.59834 -0.4 1.6 1.8
C -0.91705 0.90732 0.54927 -0.3 1.7 -0.5
C -0.13091 0.42068 -0.66293 -2.1 0.7 -3.2
C 2.05685 -0.59122 0.03839 0.8 -0.5 0.1
```
Forces are in eV/Å.

Calculated values
Total charge: +1
ΔE to the lowest compared entry with this formula, charge and spin: 4.7 kcal per mole
Total energy: -87658.378 eV
Spin multiplicity: 1
E_HOMO: -14.1169 eV
Max |F|: 0.0750 hartree/bohr
HOMO-LUMO gap: 9.67 eV

Molecular formula: C5H7Cl3N2
Method: DFT, the ωB97M-V functional and the def2-TZVPD basis

```
17
Properties=species:S:1:pos:R:3:forces:R:3
H -1.49431 -2.18429 0.87149 0.6 0.6 -0.1
H 1.71756 0.98495 -1.89553 0.0 -0.6 0.3
C -1.97010 -1.19498 0.90695 0.1 -2.0 -1.9
Cl 3.75419 1.02740 0.10233 2.5 1.1 -1.6
C 2.39409 0.34684 0.66687 -3.0 -2.3 4.0
H 0.16984 0.23797 -1.75438 -0.8 -0.2 -0.6
H -2.19221 -1.07939 1.93653 -1.2 0.6 0.7
C 1.19673 0.08491 -1.51236 0.5 0.8 0.5
Cl -0.55434 2.29644 -0.05361 0.6 1.4 -0.2
C 1.26108 0.00735 0.01466 2.0 1.5 -1.7
H -2.70366 -1.30809 0.08634 -0.5 0.5 1.3
N 0.19864 -0.52828 0.65991 -0.7 -1.1 1.4
Cl -3.25812 1.23293 -0.24068 0.9 -0.2 0.1
H 1.58335 -0.81196 -2.01010 -0.1 0.2 0.3
C -1.52992 0.96230 -0.05138 -0.7 -1.4 0.7
N -1.04205 -0.16939 0.46842 0.4 0.4 -0.8
H 2.46925 0.09527 1.80452 -0.5 0.7 -2.1
```
Forces are in eV/Å.

Calculated values
Total charge: 0
ΔE to the lowest compared entry with this formula, charge and spin: 71.8 kcal per mole
Total energy: -45842.127 eV
Spin multiplicity: 1
E_HOMO (alpha / beta): -7.4045 / -7.4033 eV
Max |F|: 0.1067 hartree/bohr
HOMO-LUMO gap (alpha / beta): 7.53 / 7.53 eV

Molecular formula: C5H7Cl3O
Method: DFT, the ωB97M-V functional and the def2-TZVPD basis

```
16
Properties=species:S:1:pos:R:3:forces:R:3
Cl 1.75524 1.29145 -1.66973 -0.5 0.4 0.2
Cl 0.05108 0.03632 -3.65301 0.2 1.1 0.3
C 0.56395 -0.70458 1.26923 1.5 -2.7 -1.4
H 0.23803 -0.01607 1.97419 -0.7 0.8 1.7
O -0.95247 2.86223 -1.04584 -1.9 0.8 0.6
H 0.42219 -1.21074 -1.40785 0.7 -0.2 -1.0
H 1.31204 -0.21394 0.71318 1.3 0.6 -0.6
C -0.50942 -1.37973 -0.94104 1.3 1.3 1.8
H -0.08772 3.16895 -0.87399 1.7 0.6 0.6
H -1.38254 -1.31043 0.94869 -1.4 0.1 -0.1
C -0.90121 1.94687 -1.97428 0.6 -2.3 -1.5
H -1.76978 1.63706 -2.53192 -0.7 0.6 0.3
C -0.53988 -1.07890 0.34378 -0.5 -1.1 1.2
Cl -1.84073 -1.59141 -1.90537 -1.7 -1.0 -0.7
C 0.13746 1.18887 -2.30388 1.0 -0.6 -1.2
H 1.06053 -1.65132 1.69343 -0.9 1.5 -0.1
```
Forces are in eV/Å.

Calculated values
Total charge: 0
Structure (SMILES): OC=C(Cl)Cl.C/C=C/Cl
ΔE to the lowest compared entry with this formula, charge and spin: 50.9 kcal per mole
Total energy: -44911.014 eV
Spin multiplicity: 1
E_HOMO: -8.9024 eV
Max |F|: 0.0654 hartree/bohr
HOMO-LUMO gap: 9.42 eV

Molecular formula: C5H7ClIO3
Method: DFT, the ωB97M-V functional and the def2-TZVPD basis

```
17
Properties=species:S:1:pos:R:3:forces:R:3
H -0.07484 0.98190 -1.58623 -1.4 -0.5 -1.3
O 2.85726 1.29171 2.31597 0.1 0.3 -0.2
O 2.77545 -0.74743 1.31251 0.3 -1.0 -0.6
H -0.38979 -2.04591 -0.12991 -0.8 -2.2 -0.1
C 2.81846 0.40171 1.53965 -0.1 0.5 1.5
H -0.94773 -0.46488 -2.30941 0.1 -0.5 0.2
C -1.09470 0.49936 -1.84880 0.7 1.2 1.8
I 2.68933 1.57314 -0.75048 0.0 0.3 -0.7
H 0.69164 -0.95354 -0.36975 1.6 1.5 -1.0
H 0.71314 -1.55371 1.28996 -1.3 0.2 -1.4
C 0.06540 -1.26927 0.39616 0.8 -0.6 2.2
H -2.22832 1.44374 -0.02371 1.0 -1.7 -1.2
Cl -1.10329 0.31679 2.34093 -0.1 -0.2 -0.4
O -2.25773 -0.67319 0.11504 -2.1 -1.7 0.1
C -1.71942 0.47605 -0.45277 1.0 1.6 2.0
C -1.05388 -0.35337 0.66777 -0.1 2.5 -0.8
H -1.74099 1.07691 -2.50692 0.3 0.3 -0.1
```
Forces are in eV/Å.

Calculated values
Total charge: -1
ΔE to the lowest compared entry with this formula, charge and spin: 3.2 kcal per mole
Total energy: -32065.647 eV
Spin multiplicity: 1
E_HOMO: -4.4361 eV
Max |F|: 0.0527 hartree/bohr
HOMO-LUMO gap: 7.71 eV

Molecular formula: C5H7ClN2
Method: DFT, the ωB97M-V functional and the def2-TZVPD basis

```
15
Properties=species:S:1:pos:R:3:forces:R:3
N 0.68384 -0.15477 -1.02577 0.2 0.6 -0.6
H -1.24837 -1.67668 2.71854 -0.1 0.1 0.1
C 0.19926 2.29356 -1.16091 0.1 0.4 -0.2
N -0.34512 -0.89710 1.03077 -0.7 -0.2 0.2
Cl -1.15535 1.27391 2.36971 0.0 -0.2 0.1
H 0.93871 2.41425 -1.95373 0.0 0.0 0.0
C -0.57855 -1.86206 1.90219 0.1 0.0 0.3
H 1.40970 -1.66947 0.15367 -0.3 0.1 0.1
H -0.78902 2.55764 -1.53549 0.0 0.0 0.0
H -0.07712 -2.04810 -0.74621 0.0 0.1 0.2
C -0.83762 0.33264 0.99121 2.2 1.7 -3.9
C 0.18189 0.92388 -0.67752 -1.9 -2.1 4.1
H 0.43327 2.96642 -0.33462 0.0 0.0 0.0
C 0.44648 -1.26943 -0.18249 0.2 -0.4 -0.4
H -0.22469 -2.85341 1.70385 0.3 -0.1 -0.1
```
Forces are in eV/Å.

Calculated values
Total charge: 0
ΔE to the lowest compared entry with this formula, charge and spin: 99.2 kcal per mole
Total energy: -20796.967 eV
Spin multiplicity: 1
E_HOMO: -6.7331 eV
Max |F|: 0.0969 hartree/bohr
HOMO-LUMO gap: 7.48 eV